Formula: C3H9InO4P
Source: the OMol25 dataset
Level of theory: wB97M-V/def2-TZVPD

The total energy is -25871.744 eV. The multiplicity is 1. As for the energy relative to the best compared isomer or geometry (same formula, charge and spin): 127.6 kJ/mol. The gap between HOMO and LUMO comes out at 3.4 eV. Its net charge is +3.

Cartesian coordinates (Å):
In: 19.15763 2.26364 -15.49486
C: 16.82762 3.16757 -19.93317
O: 17.96667 2.50822 -20.44386
P: 19.46968 2.84794 -19.91625
O: 19.70561 2.86808 -18.45922
O: 19.77197 4.21161 -20.65367
C: 19.90279 4.41954 -22.08539
O: 20.37038 1.77532 -20.69321
C: 20.41425 0.39912 -20.35670
H: 16.17952 2.37741 -19.48975
H: 16.22884 3.56501 -20.77779
H: 17.04710 3.97414 -19.23228
H: 19.29011 5.28960 -22.34808
H: 19.55555 3.53023 -22.61826
H: 20.95569 4.66660 -22.32064
H: 19.90176 0.21709 -19.39552
H: 21.43153 0.04475 -20.16437
H: 19.90068 -0.26738 -21.07634

Atoms 1-2, force components in eV/Å:
0.1 0.0 0.5
-0.3 0.8 -0.1

Want to see where the charge sits? The natural (NBO) charges in e are: 1.112, -0.278, -0.506, 2.543, -0.813, -0.562, -0.253, -0.595, -0.279, 0.339, 0.331, 0.238, 0.294, 0.247, 0.342, 0.225, 0.291, 0.324

---

Formula: C3H9N
Source: the OMol25 dataset
Level of theory: wB97M-V/def2-TZVPD

The total energy is -4745.307 eV. Its structure (SMILES) is C=NC.C. The multiplicity is 1. As for the energy relative to the best compared isomer or geometry (same formula, charge and spin): 173.8 kJ/mol. The gap between HOMO and LUMO comes out at 10.5 eV.

Cartesian coordinates (Å):
C: -1.64903 2.19218 -0.01108
N: -1.95573 2.65769 1.13483
C: -2.58734 4.00373 1.08813
H: -0.85433 1.44095 -0.00375
H: -2.33412 2.25075 -0.86715
H: -3.47226 4.07809 1.74270
H: -1.78647 4.58970 1.51632
H: -2.91974 4.33323 0.09600
C: 3.51725 -5.15864 -0.96189
H: 3.36740 -4.53059 -1.83552
H: 4.56038 -5.45127 -0.83847
H: 3.35399 -4.47096 -0.14790
H: 2.76002 -5.93485 -0.91223

Atoms 1-2, force components in eV/Å:
-0.8 -1.5 1.4
0.9 1.6 -1.1

Want to see where the charge sits? The natural (NBO) charges in e are: -0.078, -0.382, -0.449, 0.169, 0.150, 0.198, 0.217, 0.174, -0.854, 0.212, 0.216, 0.210, 0.216

---

Formula: C3H9N11O
Source: the OMol25 dataset
Level of theory: wB97M-V/def2-TZVPD

The total energy is -21666.726 eV. Its structure (SMILES) is N#Cc1nn[n+](ON(N)[C@@H](N=[NH2+])NN)[nH]1. The multiplicity is 1. As for the energy relative to the best compared isomer or geometry (same formula, charge and spin): 313.7 kJ/mol. The gap between HOMO and LUMO (alpha / beta) comes out at 5.1 / 8.0 eV. Its net charge is +2.

Cartesian coordinates (Å):
N: -6.47896 -0.16060 -1.83409
C: -5.55296 -0.18733 -1.16044
C: -4.26372 -0.04697 -0.57114
N: -3.33520 0.86221 -0.86273
N: -2.25972 0.48772 -0.25069
N: -2.44874 -0.61438 0.39670
O: -1.23395 -1.72332 0.56925
N: -0.03822 -1.38122 0.69680
N: 0.59995 -1.35721 1.90603
C: 0.68587 -0.36872 -0.24688
N: 0.24975 -0.69758 -1.55553
N: 0.55690 0.00549 -2.53094
N: 0.47591 1.03985 0.05310
N: 0.95695 1.56411 1.21266
N: -3.64569 -1.05682 0.17860
H: -0.07455 -1.56740 2.63863
H: 1.28207 -2.10116 1.99315
H: 1.69681 -0.50931 -0.01840
H: 0.34303 -0.38012 -3.37997
H: 1.13804 0.89670 -2.55128
H: -0.43331 1.45742 -0.11907
H: 1.86471 1.35768 1.36447
H: 0.68419 2.52179 1.51673
H: -3.91317 -1.97433 0.42656

Atoms 1-2, force components in eV/Å:
-0.4 -0.2 0.0
0.6 0.6 0.0

Want to see where the charge sits? The natural (NBO) charges in e are: -0.051, 0.140, 0.289, -0.155, -0.092, 0.144, -0.111, 0.223, -0.662, 0.144, -0.061, -0.336, -0.336, -0.497, -0.272, 0.408, 0.417, 0.230, 0.424, 0.422, 0.435, 0.386, 0.438, 0.474

---

Formula: C3H9N2
Source: the OMol25 dataset
Level of theory: wB97M-V/def2-TZVPD

The total energy is -6229.689 eV. Its structure (SMILES) is CC/[NH+]=C/N. The multiplicity is 1. As for the energy relative to the best compared isomer or geometry (same formula, charge and spin): 131.2 kJ/mol. The gap between HOMO and LUMO comes out at 10.5 eV. Its net charge is +1.

Cartesian coordinates (Å):
C: -1.47677 0.12117 1.52104
C: -1.02909 -0.39631 0.22436
N: 0.05538 0.31424 -0.42768
C: 1.19314 -0.33203 -0.88455
N: 2.31977 0.25978 -1.20265
H: -0.71680 -0.03507 2.23888
H: -1.60369 1.17750 1.48402
H: -2.45304 -0.29793 1.82579
H: -0.55773 -1.34493 0.55274
H: -1.82052 -0.43504 -0.53756
H: -0.09040 1.19679 -0.87308
H: 0.85505 -1.34973 -1.29834
H: 2.40914 1.18203 -0.72700
H: 2.91557 -0.06047 -1.89598

Atoms 1-2, force components in eV/Å:
-1.2 1.2 0.5
0.4 -1.7 -1.1

Want to see where the charge sits? The natural (NBO) charges in e are: -0.616, -0.228, -0.545, 0.406, -0.684, 0.219, 0.217, 0.254, 0.217, 0.221, 0.422, 0.236, 0.437, 0.444

---

Calculated max |F| (eV/A), listed in the same order as above: 2.100 2.200 4.470 4.475
Calculated molar mass (g mol⁻¹), listed in the same order as above: 254.9 59.1 215.2 73.1